Entry 1:
{"formula": "C51H82BCaN7P2", "method": "ωB97M-V with the def2-TZVPD basis set", "elements": ["Ca", "P", "P", "N", "N", "N", "N", "N", "N", "N", "C", "C", "C", "C", "C", "C", "C", "C", "C", "C", "C", "C", "C", "C", "C", "C", "C", "C", "C", "C", "C", "C", "C", "C", "C", "C", "C", "C", "C", "C", "C", "C", "C", "C", "C", "C", "C", "C", "C", "C", "C", "C", "C", "C", "C", "C", "C", "C", "C", "C", "C", "B", "H", "H", "H", "H", "H", "H", "H", "H", "H", "H", "H", "H", "H", "H", "H", "H", "H", "H", "H", "H", "H", "H", "H", "H", "H", "H", "H", "H", "H", "H", "H", "H", "H", "H", "H", "H", "H", "H", "H", "H", "H", "H", "H", "H", "H", "H", "H", "H", "H", "H", "H", "H", "H", "H", "H", "H", "H", "H", "H", "H", "H", "H", "H", "H", "H", "H", "H", "H", "H", "H", "H", "H", "H", "H", "H", "H", "H", "H", "H", "H", "H", "H"], "coordinates": [[-0.2097, 0.4588, 0.8084], [-2.9457, -0.7885, -2.7238], [-0.3660, -3.0367, -2.1165], [1.7811, 1.9741, 2.4365], [-0.6720, 2.3700, 3.0823], [-1.5943, -1.0003, -0.2233], [1.8140, 1.4276, 1.1797], [0.7224, -0.7327, 2.5421], [0.5273, 0.0844, 3.6324], [-0.9599, 2.6922, 1.7771], [2.5454, 2.1445, -1.8111], [3.1894, 4.9704, 3.5702], [-0.9888, -3.3426, -0.4142], [-2.5301, 3.5134, -0.6589], [-1.7659, 4.2952, 6.0586], [-2.3196, -2.6345, 1.4686], [1.7138, -5.0169, -1.4422], [0.6491, -0.0565, 6.1546], [3.3055, 1.3294, -0.7625], [-4.3526, 1.0806, 1.2641], [-1.7933, -5.5672, -2.7806], [1.3604, -3.7266, -2.1729], [-2.3389, 3.8141, 3.1384], [-4.3125, 1.1268, -4.4862], [-2.2912, -3.9132, 1.9928], [-3.5972, 5.2147, 0.8686], [3.2154, 3.4730, 3.8849], [3.0719, -2.6331, 1.7563], [-1.3872, -4.1611, -3.2094], [3.7014, 2.5733, 1.5135], [-0.9997, -0.1990, -4.6118], [-0.0233, -1.0487, 7.1018], [-1.5077, 3.0344, 3.9165], [2.9138, 2.6812, 2.6458], [-0.7369, -4.2182, -4.5941], [-2.3548, 4.3688, 0.6013], [-0.9618, -4.6185, 0.1543], [-1.5882, -4.9240, 1.3500], [-1.3763, 1.6436, -2.9107], [-4.1854, -1.2898, -5.1712], [2.9655, 1.7850, 0.6277], [-1.6407, -2.2937, 0.2833], [-2.7362, -0.1851, -0.0355], [1.0928, -1.9161, 3.0122], [1.5891, -4.3606, 2.8158], [1.6290, -2.9991, 2.1285], [-1.9367, 3.5881, 1.8184], [-1.5017, 2.9370, 5.4113], [2.0337, 0.3436, 6.6706], [-2.5238, 1.8965, 5.8776], [1.0882, -1.9071, 4.4104], [-4.2277, -0.3149, -3.9881], [4.8071, 1.3783, -1.0213], [-4.6745, 0.7996, -1.0909], [4.5597, 3.0574, 4.4823], [2.2940, -2.5873, -1.7527], [-1.4032, 0.1362, -3.1769], [-3.1643, 0.3552, 1.1877], [-3.4898, 0.0863, -1.2001], [-5.1186, 1.2884, 0.1383], [0.7423, -0.6232, 4.7692], [0.6581, 1.6399, 3.4772], [2.8406, 3.1945, -1.7659], [1.0193, -3.0433, 1.2214], [0.1149, -4.9011, -4.6005], [-0.1704, -0.5925, 8.0818], [2.1832, -1.7270, -2.4146], [2.5102, 1.0677, 6.0094], [0.0290, 0.8324, 6.1136], [5.3782, 3.2995, 3.8021], [-3.4296, 1.3978, -5.0662], [-0.9485, 1.8731, -1.9306], [-1.5243, 5.0621, 0.4240], [-0.5126, 2.6128, 5.7252], [2.7656, -5.2659, -1.6105], [-3.1076, 4.4810, 3.4851], [-5.1185, -1.2353, -5.7365], [0.5892, -4.5959, 3.1801], [1.8896, -5.1489, 2.1242], [5.1639, 2.4103, -1.0382], [-2.4356, -6.0054, -3.5498], [2.0636, -2.2543, -0.7369], [-4.4090, 1.8522, -3.6787], [-2.8813, -1.8776, 1.9956], [1.1169, -5.8634, -1.7819], [-1.4513, -4.5889, -5.3319], [2.6813, -0.5326, 6.7302], [-1.6537, 4.2235, 7.1409], [-2.8205, -4.1166, 2.9171], [3.3415, -2.9010, -1.7619], [-2.3286, 0.9207, 5.4290], [3.1277, -1.6450, 1.2966], [-0.9282, -6.2258, -2.6711], [-3.4378, 5.9521, 1.6552], [3.3885, 5.5528, 4.4707], [-0.4505, -5.4127, -0.3713], [3.6933, -2.6169, 2.6547], [0.9970, 2.0533, 4.5372], [-0.3843, -3.2439, -4.9294], [2.7531, 1.7713, -2.8151], [-3.3743, -1.0562, -5.8601], [-1.0743, 5.0523, 5.6897], [1.5680, -4.9152, -0.3670], [-2.4981, 1.7857, 6.9629], [4.7371, 3.5833, 5.4212], [-2.3529, -5.5730, -1.8476], [-0.9930, -1.3673, 6.7197], [-2.3637, 2.1039, -2.9277], [-0.7568, 2.1593, -3.6502], [-1.5464, -5.9263, 1.7552], [0.5926, -1.9389, 7.2392], [-2.3050, -3.5649, -3.3002], [2.4392, 3.2738, 4.6207], [1.4658, 2.1006, -1.6574], [-5.2857, 0.9841, -1.9619], [3.4918, -3.3629, 1.0629], [2.2843, -4.3829, 3.6577], [-3.5314, 2.2005, 5.5894], [1.9611, 0.7827, 7.6670], [-0.6813, -0.3577, -2.5282], [4.5930, 1.9850, 4.6765], [-6.0520, 1.8325, 0.2034], [-4.6759, 1.4657, 2.2240], [-3.5858, 3.3986, -0.9059], [3.9495, 5.2202, 2.8280], [0.0302, 0.1220, -4.7865], [-4.0507, -2.3191, -4.8369], [4.6681, 3.0183, 1.3552], [1.3193, -2.7239, 5.0695], [1.5138, -3.8873, -3.2441], [-2.1312, 2.5082, -0.5289], [-5.1550, -0.5499, -3.4524], [-3.8777, 5.7510, -0.0387], [-1.0538, -1.2697, -4.8045], [2.2201, 5.2724, 3.1725], [-2.0325, 3.9637, -1.5176], [-5.1788, 1.2438, -5.1427], [-1.6274, 0.3101, -5.3439], [2.9811, 0.2878, -0.8453], [-2.5992, 0.2036, 2.1047], [5.3635, 0.8399, -0.2540], [5.0393, 0.9320, -1.9887], [-4.4377, 4.5781, 1.1543], [-2.7813, 4.6381, 5.8529]], "forces_ev_per_angstrom": [[-0.77, 0.39, -0.49], [0.15, -0.14, 0.28], [-0.11, 0.18, -0.01], [0.00, -0.08, 0.08], [0.01, -0.19, 0.06], [-0.25, 0.07, 0.11], [0.72, 0.57, 0.30], [0.20, -0.36, 0.72], [0.11, 0.11, -0.05], [0.38, -0.16, 0.20], [-0.01, 0.00, -0.03], [0.01, 0.00, -0.01], [0.09, -0.18, -0.10], [-0.03, 0.05, 0.18], [-0.05, 0.00, -0.01], [-0.04, -0.12, 0.14], [0.15, 0.00, -0.03], [0.04, -0.04, 0.00], [-0.01, 0.02, -0.03], [0.13, 0.07, 0.27], [0.04, -0.01, 0.05], [0.06, -0.04, -0.02], [0.06, -0.01, 0.03], [-0.03, 0.01, -0.06], [0.00, 0.03, -0.02], [-0.01, -0.04, -0.05], [0.03, -0.01, 0.01], [-0.01, -0.02, -0.01], [-0.07, -0.04, -0.04], [-0.02, 0.08, -0.03], [0.04, 0.10, -0.03], [0.03, -0.01, 0.02], [0.02, 0.13, -0.15], [-0.10, -0.02, 0.09], [-0.02, -0.06, 0.01], [-0.01, 0.01, -0.06], [-0.04, -0.18, -0.03], [0.00, 0.12, -0.03], [0.09, -0.04, -0.05], [0.01, 0.01, -0.02], [0.00, -0.08, -0.04], [-0.07, -0.05, -0.16], [-0.11, -0.48, -0.08], [-0.01, -0.08, 0.02], [-0.03, 0.00, -0.02], [-0.08, -0.02, -0.10], [-0.12, 0.13, -0.16], [-0.03, -0.05, 0.01], [-0.01, -0.02, 0.01], [0.04, -0.04, 0.01], [0.01, 0.07, 0.05], [-0.14, 0.08, 0.07], [0.00, 0.00, -0.02], [-0.07, 0.12, 0.15], [0.01, 0.01, -0.02], [0.03, 0.00, 0.07], [0.00, 0.09, -0.16], [-0.01, 0.11, -0.35], [-0.42, 0.06, -0.17], [0.08, -0.08, -0.16], [-0.01, 0.04, -0.09], [0.00, 0.04, -0.10], [0.01, 0.02, 0.00], [0.00, 0.01, 0.01], [0.02, -0.03, 0.00], [0.01, 0.00, 0.01], [-0.01, 0.00, -0.02], [0.01, 0.02, -0.02], [-0.06, 0.08, 0.00], [0.01, 0.00, -0.01], [0.00, 0.01, 0.01], [-0.01, -0.09, -0.15], [-0.01, -0.03, -0.01], [0.07, 0.02, 0.00], [0.02, -0.01, -0.01], [-0.01, 0.04, 0.00], [-0.01, 0.01, -0.02], [0.01, 0.01, -0.02], [0.00, 0.01, -0.03], [0.00, 0.02, 0.01], [0.00, -0.01, -0.01], [-0.01, 0.00, 0.03], [0.00, -0.01, 0.00], [0.01, -0.02, 0.02], [0.00, 0.00, -0.02], [-0.02, 0.00, -0.02], [0.01, -0.02, 0.00], [-0.01, 0.00, 0.02], [0.00, 0.00, -0.01], [0.00, -0.02, -0.01], [0.01, -0.02, -0.01], [-0.01, 0.02, -0.02], [0.00, 0.00, 0.02], [0.02, -0.01, 0.03], [0.01, 0.01, 0.02], [-0.15, 0.02, 0.02], [0.01, 0.00, 0.01], [-0.06, 0.01, 0.02], [0.04, 0.05, -0.01], [0.02, 0.00, -0.02], [0.06, 0.01, -0.01], [0.02, 0.00, 0.00], [0.08, 0.03, 0.03], [0.00, 0.00, 0.02], [0.01, 0.02, 0.01], [0.01, 0.03, 0.05], [-0.02, 0.01, 0.00], [0.06, -0.03, -0.03], [0.03, -0.01, -0.01], [-0.01, -0.01, 0.01], [0.01, -0.01, 0.00], [0.10, -0.07, 0.04], [0.00, 0.00, 0.01], [-0.02, 0.00, 0.03], [-0.04, -0.03, -0.06], [0.01, -0.03, -0.02], [0.01, -0.01, 0.04], [-0.02, 0.01, -0.01], [-0.01, 0.01, 0.01], [0.06, 0.00, 0.00], [-0.01, -0.02, 0.01], [-0.01, 0.01, -0.01], [0.02, 0.02, -0.01], [0.00, -0.02, 0.02], [0.01, 0.01, -0.01], [0.02, -0.01, -0.03], [-0.02, -0.02, 0.02], [0.04, 0.00, -0.01], [0.01, -0.04, 0.03], [0.04, -0.02, -0.02], [-0.09, 0.18, 0.08], [-0.03, 0.04, 0.04], [-0.01, 0.02, 0.00], [-0.01, -0.03, 0.02], [-0.02, -0.01, -0.01], [-0.02, 0.02, 0.02], [-0.02, 0.02, -0.02], [0.00, 0.00, -0.02], [-0.02, -0.06, 0.01], [0.02, -0.10, -0.01], [0.00, -0.02, 0.01], [0.00, 0.01, -0.01], [-0.02, -0.01, 0.00], [-0.01, 0.01, -0.01]], "multiplicity": 1, "orbital_gap_ev": 7.44, "energy_ha": -3761.2020}



Entry 2:
{"formula": "C2H7N3S2", "method": "ωB97M-V with the def2-TZVPD basis set", "elements": ["S", "S", "N", "N", "N", "C", "C", "H", "H", "H", "H", "H", "H", "H"], "coordinates": [[-0.4461, 0.8556, 2.7200], [-0.9129, 0.9422, -1.0345], [0.8653, -0.6704, 0.1671], [-1.0452, -0.0663, 1.4463], [1.0182, -1.6740, 1.1319], [-0.1123, 0.0473, 0.3404], [-0.0020, 0.5224, -2.6267], [1.1194, 0.5077, -2.4546], [0.7115, -1.2703, 2.0599], [-0.3029, -0.4510, -2.8568], [2.0229, -2.1726, 1.1568], [-0.6515, 2.2553, 2.2195], [-0.1588, 1.2421, -3.4544], [-2.1056, -0.0680, 1.1853]], "forces_ev_per_angstrom": [[-1.05, 2.55, -0.13], [0.69, 0.54, -0.40], [2.60, -2.27, 0.08], [-1.06, 0.35, -1.26], [2.15, -0.51, 1.41], [-4.07, 0.84, -1.52], [1.92, 1.24, 1.44], [-1.37, 0.03, 0.09], [0.97, -1.27, -1.19], [-0.44, -1.39, -0.72], [-3.04, 2.21, -0.19], [0.42, -2.34, 0.80], [-0.48, -0.29, 0.85], [2.76, 0.32, 0.73]], "multiplicity": 1, "smiles": "CS/C(=N/N)NS", "orbital_gap_ev": 8.78, "energy_ha": -1040.9396}



Entry 3:
{"formula": "C4H13N2O", "method": "ωB97M-V with the def2-TZVPD basis set", "elements": ["O", "N", "N", "C", "C", "C", "C", "H", "H", "H", "H", "H", "H", "H", "H", "H", "H", "H", "H", "H"], "coordinates": [[-1.2222, 2.1499, -2.7193], [-0.3947, -0.4978, 1.7870], [0.0814, 0.8526, -0.7101], [0.8187, -1.1924, 1.2842], [0.7084, -1.5963, -0.2308], [0.4891, -0.4782, -1.2702], [-0.3214, -0.0936, 2.9942], [0.4875, -0.4288, 3.6412], [-0.1375, -2.2820, -0.3120], [1.7404, -0.6176, 1.3255], [0.8731, -2.0746, 1.9155], [-2.0041, 2.6880, -2.6002], [-0.2653, -0.7246, -2.0147], [-0.6691, 1.3529, -1.2195], [1.4054, -0.3059, -1.8352], [1.6222, -2.1710, -0.3769], [-1.0028, 2.4291, -3.6181], [-0.2753, 0.7919, 0.2675], [-1.1599, 0.4768, 3.3720], [0.8912, 1.4470, -0.5260]], "forces_ev_per_angstrom": [[-0.22, 0.42, -0.56], [1.08, 1.35, -0.10], [-0.10, 0.47, 2.10], [-0.98, -0.26, -1.10], [-0.99, -0.29, 1.49], [0.54, -0.11, -0.31], [-0.53, -0.92, -0.93], [0.11, 0.38, 0.24], [0.15, -0.08, -0.03], [0.00, 0.37, 0.76], [0.62, -0.36, -0.33], [-0.59, 0.12, 0.52], [-0.05, -0.21, 0.22], [0.84, -0.11, -0.61], [-0.05, 0.12, 0.06], [-0.05, 0.14, -0.65], [0.55, -0.41, -0.04], [-0.34, -0.93, -0.25], [0.05, 0.04, 0.32], [-0.06, 0.24, -0.82]], "total_charge": 1, "multiplicity": 1, "orbital_gap_ev": 10.81, "energy_ha": -344.6892}



Q: Which HOMO energy values were calculated for the entries above? A: -0.254; -0.303; -0.508, in hartree.